(1)
Here is a single C4H8O3 molecule from OMol25. Energies are from ωB97M-V/def2-TZVPD.

Each line ends with the Löwdin charge.
CARTESIAN COORDINATES (ANGSTROEM)
1 C -1.681 1.011 -0.711  -0.044
2 C -0.296 0.690 -0.154  -0.429
3 O -0.325 1.000 1.220  -0.034
4 C 0.046 -0.776 -0.416  -0.111
5 O 1.468 -1.053 -0.414  -0.009
6 C 2.089 -1.136 0.755  -0.324
7 O 1.606 -0.925 1.844  0.065
8 H -2.373 0.170 -0.582  0.084
9 H -1.644 1.272 -1.773  0.082
10 H -2.083 1.859 -0.153  0.084
11 H 0.459 1.299 -0.680  0.149
12 H 0.333 0.453 1.676  0.055
13 H -0.267 -1.075 -1.419  0.135
14 H -0.448 -1.410 0.328  0.145
15 H 3.135 -1.429 0.598  0.151

- total energy (a.u.) = -382.9309
- max |F| (eV Å⁻¹) = 0.5
- SMILES string = C[C@@H](O)COC=O
- HOMO (Ha) = -0.3765
- charge = 0



(2)
Here is a molecular structure, C39H43AuN5S from OMol25. Energies are from ωB97M-V/def2-TZVPD.

Each line ends with the Löwdin charge.
CARTESIAN COORDINATES (ANGSTROEM)
1 Au 1.040 0.847 -0.382  1.329
2 S 3.241 1.012 3.587  1.190
3 C 1.579 0.895 4.077  -0.442
4 C 1.065 0.795 5.367  -0.069
5 C -0.301 0.716 5.511  -0.057
6 C -1.145 0.743 4.394  -0.037
7 C -0.639 0.841 3.118  -0.004
8 C 0.744 0.909 2.959  -0.291
9 N 1.449 1.011 1.757  0.008
10 C 2.747 1.075 1.952  -0.535
11 C 3.647 1.185 0.836  -0.258
12 C 5.007 1.439 0.972  -0.024
13 C 5.794 1.584 -0.157  -0.049
14 C 5.208 1.497 -1.412  -0.044
15 C 3.846 1.242 -1.544  -0.095
16 C 3.063 1.062 -0.419  -0.198
17 H 1.720 0.779 6.227  0.117
18 H -0.728 0.634 6.501  0.114
19 H -2.216 0.687 4.536  0.117
20 H -1.289 0.863 2.262  0.075
21 H 5.448 1.540 1.956  0.108
22 H 6.851 1.783 -0.058  0.117
23 H 5.811 1.634 -2.300  0.116
24 H 3.419 1.210 -2.534  0.092
25 C -2.249 -1.828 -2.637  -0.077
26 C -2.939 -2.969 -1.898  -0.369
27 C -4.385 -2.608 -1.542  -0.057
28 C -2.168 -3.618 -0.748  -0.134
29 C -2.470 -4.969 -0.559  -0.047
30 C -1.752 -5.769 0.296  -0.070
31 C -0.647 -5.241 0.938  -0.037
32 C -0.290 -3.908 0.793  -0.137
33 C 0.952 -3.456 1.540  -0.375
34 C 0.652 -2.484 2.674  -0.051
35 C 2.012 -2.915 0.594  -0.069
36 C -1.111 -3.064 0.000  -0.148
37 N -0.870 -1.649 0.035  0.104
38 C -1.904 -0.941 0.273  -0.124
39 C -1.989 0.506 0.320  -0.353
40 C -3.128 1.181 0.719  -0.041
41 C -2.842 2.551 0.658  -0.025
42 C -1.532 2.679 0.211  -0.274
43 N -1.019 1.428 -0.016  -0.071
44 C -0.779 3.999 0.061  -0.539
45 C 0.208 4.128 1.232  -0.036
46 C -1.763 5.166 0.116  -0.054
47 C -0.001 4.078 -1.256  -0.059
48 H -2.588 -1.815 -3.675  0.084
49 H -1.165 -1.948 -2.636  0.072
50 H -2.484 -0.851 -2.213  0.059
51 H -3.010 -3.784 -2.625  0.130
52 H -4.436 -1.703 -0.934  0.064
53 H -4.876 -3.414 -0.997  0.081
54 H -4.958 -2.419 -2.452  0.084
55 H -3.277 -5.401 -1.139  0.119
56 H -2.022 -6.808 0.433  0.108
57 H -0.043 -5.875 1.575  0.113
58 H 1.359 -4.363 1.996  0.126
59 H 0.229 -1.562 2.289  0.040
60 H 1.570 -2.241 3.218  0.082
61 H -0.057 -2.913 3.384  0.093
62 H 1.635 -2.027 0.092  0.026
63 H 2.273 -3.653 -0.167  0.087
64 H 2.920 -2.648 1.142  0.080
65 H -2.838 -1.438 0.552  0.136
66 H -4.048 0.709 1.025  0.114
67 H -3.497 3.367 0.906  0.103
68 H -0.309 4.065 2.190  0.095
69 H 0.711 5.096 1.176  0.092
70 H 0.968 3.349 1.197  0.050
71 H -2.257 5.230 1.084  0.087
72 H -2.525 5.087 -0.660  0.094
73 H -1.222 6.101 -0.040  0.091
74 H 0.712 3.256 -1.372  0.044
75 H 0.571 5.007 -1.278  0.095
76 H -0.671 4.079 -2.116  0.081
77 N -0.972 1.635 -2.872  0.187
78 C -0.011 0.822 -3.298  -0.349
79 C 0.068 0.474 -4.667  0.001
80 C 1.059 -0.353 -5.101  -0.034
81 C 1.987 -0.871 -4.185  -0.049
82 C 1.864 -0.517 -2.878  -0.160
83 N 0.896 0.323 -2.418  -0.004
84 H -1.630 2.016 -3.527  0.131
85 H -1.036 1.894 -1.896  0.045
86 H -0.670 0.876 -5.346  0.124
87 H 1.122 -0.612 -6.149  0.123
88 H 2.778 -1.537 -4.490  0.117
89 H 2.534 -0.913 -2.135  0.104

- total energy (a.u.) = -2319.4041
- max |F| (eV Å⁻¹) = 1.6
- HOMO (Ha) = -0.3662
- charge = +1



Repeat the first record exactly.
Here is a single C4H8O3 molecule from OMol25. Energies are from ωB97M-V/def2-TZVPD.

Each line ends with the Löwdin charge.
CARTESIAN COORDINATES (ANGSTROEM)
1 C -1.681 1.011 -0.711  -0.044
2 C -0.296 0.690 -0.154  -0.429
3 O -0.325 1.000 1.220  -0.034
4 C 0.046 -0.776 -0.416  -0.111
5 O 1.468 -1.053 -0.414  -0.009
6 C 2.089 -1.136 0.755  -0.324
7 O 1.606 -0.925 1.844  0.065
8 H -2.373 0.170 -0.582  0.084
9 H -1.644 1.272 -1.773  0.082
10 H -2.083 1.859 -0.153  0.084
11 H 0.459 1.299 -0.680  0.149
12 H 0.333 0.453 1.676  0.055
13 H -0.267 -1.075 -1.419  0.135
14 H -0.448 -1.410 0.328  0.145
15 H 3.135 -1.429 0.598  0.151

- total energy (a.u.) = -382.9309
- max |F| (eV Å⁻¹) = 0.5
- SMILES string = C[C@@H](O)COC=O
- HOMO (Ha) = -0.3765
- charge = 0



- Which of these has the highest max |F|?
  C39H43AuN5S